C5H10O | the ωB97M-V functional and the def2-TZVPD basis

Last column: Mulliken charge in e.
Element x y z (Å)
C -1.250 0.686 -0.687  -1.403
C -0.745 -0.432 0.225  1.127
C -1.411 -0.455 1.600  -1.376
C 0.758 -0.572 0.344  -0.816
O 1.267 0.274 -0.518  -0.052
C 2.626 0.066 -0.891  -0.598
H -0.778 0.628 -1.672  0.328
H -0.997 1.666 -0.269  0.313
H -2.335 0.633 -0.818  0.405
H -0.970 -1.407 -0.250  0.159
H -1.210 0.471 2.151  0.339
H -1.029 -1.292 2.191  0.373
H -2.497 -0.557 1.504  0.356
H 3.171 -0.410 -0.076  0.319
H 2.594 -0.587 -1.766  0.289
H 3.044 1.034 -1.169  0.237

Results
F_max	0.7	eV/Å
energy relative to the best compared isomer or geometry (same formula, charge and spin)	284.8	kJ/mol
E_LUMO	1.01	eV
DFT total energy	-271.64413	hartree
Kohn-Sham gap	9.4	eV
HOMO energy	-8.347	eV